{"formula": "C20H16BrN3O6S2Ti", "method": "wB97M-V/def2-TZVPD", "species": ["Ti", "C", "C", "C", "C", "C", "C", "C", "S", "O", "O", "N", "C", "C", "O", "O", "H", "H", "H", "H", "H", "H", "H", "H", "H", "S", "C", "C", "C", "C", "C", "N", "H", "H", "H", "H", "Br", "C", "C", "C", "C", "C", "N", "C", "O", "O", "H", "H", "H"], "xyz": [[1.32730, -0.20145, 1.40716], [-5.17241, 0.62847, -1.83137], [-4.10278, -0.19119, -1.15380], [-3.40302, -1.15899, -1.86946], [-2.39142, -1.89071, -1.26929], [-2.07960, -1.66832, 0.06370], [-2.76435, -0.70993, 0.79075], [-3.77113, 0.02353, 0.17854], [-0.82865, -2.66934, 0.85023], [0.02857, -3.09360, -0.23609], [-1.55596, -3.71883, 1.54458], [-0.12263, -1.69207, 1.86952], [0.00110, -2.14638, 3.25384], [0.70530, -1.07850, 4.09579], [0.72112, -1.20787, 5.31331], [1.27270, -0.11934, 3.43417], [-6.00724, 0.00083, -2.15389], [-4.77271, 1.12722, -2.71732], [-5.56312, 1.39281, -1.15913], [-3.63330, -1.31557, -2.91884], [-1.81594, -2.61972, -1.82437], [-2.47250, -0.50930, 1.81263], [-4.28026, 0.80018, 0.73898], [0.62201, -3.04491, 3.34450], [-0.95565, -2.37831, 3.72512], [-0.50096, 1.73182, 1.01427], [-0.30776, 1.09904, -0.57365], [-0.98783, 1.51761, -1.72847], [-0.71250, 0.90250, -2.92895], [0.22524, -0.12874, -2.98294], [0.85707, -0.49872, -1.81295], [0.60814, 0.10300, -0.65010], [-1.71645, 2.31316, -1.65045], [-1.23047, 1.21147, -3.83089], [0.45022, -0.63326, -3.91289], [1.58390, -1.30147, -1.77665], [2.14022, 3.35393, 2.81760], [3.18650, 2.59720, 1.40541], [4.12469, 3.40201, 0.81630], [4.95766, 2.81897, -0.19883], [4.85355, 1.47729, -0.43870], [3.90382, 0.72200, 0.26140], [2.97131, 1.31473, 1.12504], [3.81233, -0.72644, 0.15747], [4.57268, -1.39927, -0.54162], [2.83246, -1.25949, 0.88869], [4.22962, 4.43017, 1.12752], [5.67459, 3.43496, -0.72929], [5.48656, 0.95884, -1.14664]], "forces_ev_per_angstrom": [[-0.037, 0.206, 0.570], [0.057, -0.050, 0.036], [-0.047, 0.048, 0.014], [0.023, -0.029, 0.021], [-0.042, -0.003, -0.078], [0.021, 0.059, 0.096], [-0.034, -0.011, -0.037], [-0.025, -0.009, -0.021], [-0.075, 0.003, 0.012], [-0.008, -0.017, -0.020], [0.024, -0.049, 0.059], [0.268, -0.119, -0.154], [0.072, 0.085, 0.089], [0.077, 0.095, -0.084], [-0.018, 0.036, 0.030], [-0.136, -0.147, -0.104], [-0.005, 0.013, -0.009], [-0.018, 0.018, -0.006], [-0.004, 0.005, -0.008], [0.011, -0.014, -0.003], [-0.005, 0.003, -0.005], [-0.006, -0.014, -0.011], [0.009, -0.003, -0.005], [-0.044, -0.031, -0.037], [-0.049, 0.023, -0.071], [0.076, 0.030, -0.015], [0.230, -0.096, 0.219], [-0.040, 0.008, -0.132], [0.030, 0.002, 0.115], [-0.009, -0.015, -0.114], [0.098, -0.021, 0.027], [-0.236, -0.002, -0.219], [0.002, -0.001, 0.030], [-0.014, 0.012, 0.008], [0.032, -0.023, 0.033], [-0.002, -0.007, 0.005], [-0.026, 0.032, 0.018], [0.074, -0.261, -0.111], [0.053, 0.033, -0.051], [0.004, 0.132, 0.032], [-0.073, 0.076, 0.104], [-0.168, -0.273, 0.004], [-0.065, 0.197, 0.110], [0.206, 0.021, -0.138], [-0.071, -0.045, 0.037], [-0.119, 0.144, -0.237], [0.007, -0.004, -0.003], [-0.003, -0.019, -0.004], [0.004, -0.018, 0.007]], "largest_force_ev_per_a": 0.61, "spin_multiplicity": 3, "s_squared": 2.016, "de_lowest_kcal_mol": 0.0, "e_tot_ha": -5607.5657, "homo_ev": [0.3, -2.4], "gap_ev": [4.0, 6.7], "lumo_energy_ev": [4.3, 4.3], "charge": -2}